95
Properties=species:S:1:pos:R:3:forces:R:3 method="wB97M-V/def2-TZVPD" e_tot_ha=-7564.5053 multiplicity=1 homo_lumo_gap_ev=6.8 total_charge=+1 homo_ev=-10.3
Bi 3.1842 1.0999 1.0634 -0.3 0.3 -0.4
Te 5.5469 0.1025 -0.0274 0.3 -0.4 0.0
Te 6.5010 -1.5048 1.9721 -0.3 0.1 0.1
Te 4.1718 -2.7149 2.6098 0.1 0.4 -0.2
Te 2.8419 -0.4499 3.3515 0.2 -0.6 0.4
C 6.6862 3.1280 2.5283 -0.5 0.0 -0.1
Sb 4.5386 3.0665 2.7674 1.0 0.4 0.8
C 4.5121 2.5989 4.8685 -0.2 0.0 -0.4
C 4.0825 5.1606 2.8191 -0.1 -0.4 -0.2
H 7.0776 3.9558 3.1147 -0.1 0.1 0.1
H 6.9517 3.2658 1.4850 0.0 0.0 -0.1
H 7.1101 2.1954 2.8863 0.0 -0.1 0.0
H 4.9552 3.4273 5.4123 0.1 0.2 0.0
H 5.0828 1.6946 5.0568 0.0 -0.1 -0.1
H 3.4887 2.4542 5.2007 -0.1 0.0 0.1
H 4.2007 5.5074 3.8388 0.0 0.0 0.2
H 3.0603 5.3044 2.4949 -0.2 0.1 0.0
H 4.7624 5.6941 2.1651 0.1 0.0 -0.1
Cl -7.3642 -0.3474 -2.3622 -0.1 -0.1 -0.1
C -6.0017 0.5092 -1.7544 0.4 0.1 0.1
C -5.0974 -0.1347 -0.9209 -0.2 0.0 -0.1
C -4.0127 0.5680 -0.4318 -0.1 0.1 -0.1
C -3.7859 1.8975 -0.7675 0.1 0.1 0.2
C -2.5729 2.5996 -0.1925 0.1 0.0 -0.3
C -1.5173 2.9149 -1.2713 -0.7 -0.3 0.3
N -0.3490 3.4735 -0.6474 0.3 0.0 0.1
C 0.0261 4.7808 -0.6023 0.2 0.3 0.1
C 1.1568 4.8247 0.1611 -0.1 0.2 -0.3
N 1.4761 3.5726 0.5955 0.1 -0.4 0.0
C 0.5413 2.7936 0.0989 0.1 -0.1 0.0
O -2.9002 3.8111 0.4561 0.2 0.0 -0.3
C -3.1186 3.6727 1.8451 0.0 0.1 0.3
C -1.8443 3.4002 2.5982 0.0 0.4 -0.2
C -0.8954 4.3515 2.8484 0.3 -0.3 0.2
Cl -0.9825 6.0072 2.4491 0.0 0.1 0.1
S 0.4797 3.7141 3.6913 -0.6 0.0 -0.1
C -0.2304 2.1474 3.6978 0.3 0.2 0.1
C -1.4422 2.1324 3.0925 0.1 0.0 0.1
C -4.7051 2.5199 -1.6105 -0.1 -0.4 0.1
Cl -4.5142 4.1709 -2.0511 -0.1 0.4 -0.2
C -5.8088 1.8370 -2.1032 0.0 0.0 0.0
H -5.2494 -1.1687 -0.6529 -0.1 -0.1 0.0
H -3.3167 0.0721 0.2285 0.1 -0.1 0.1
H -2.1075 1.9146 0.5337 0.0 0.0 -0.2
H -1.9210 3.6385 -1.9769 0.1 -0.1 0.0
H -1.2557 1.9896 -1.7927 0.0 0.2 0.0
H -0.5382 5.5522 -1.0816 -0.1 0.2 -0.2
H 1.7577 5.6745 0.4113 0.1 0.3 0.0
H 0.4716 1.7330 0.2455 -0.1 -0.3 0.0
H -3.8463 2.8748 2.0369 0.0 0.1 0.1
H -3.5402 4.6286 2.1561 -0.1 -0.1 0.1
H 0.2739 1.3339 4.1794 0.1 -0.2 0.1
H -2.0571 1.2546 3.0252 -0.2 -0.3 0.0
H -6.5110 2.3431 -2.7472 0.0 0.0 0.0
C 0.3384 -1.8475 -3.9387 0.1 -0.2 0.1
C -0.7304 -2.1621 -2.8851 0.1 -0.1 0.1
C -1.8216 -3.0085 -3.5413 0.0 -0.1 0.1
C -1.3483 -0.8221 -2.4612 0.0 -0.1 0.2
Si 0.0736 -3.1436 -1.4060 0.0 0.3 0.1
Br 1.3672 -1.4961 -0.4691 0.3 0.3 0.2
C 1.3848 -4.5040 -1.8787 -0.2 0.1 0.1
C 0.7447 -5.5562 -2.7886 -0.1 0.1 0.0
C 2.6095 -3.9219 -2.5972 -0.1 0.2 0.0
C 1.9040 -5.2130 -0.6211 -0.2 0.2 0.1
C -1.1309 -3.5608 0.0682 0.2 0.0 -0.2
C -1.9744 -4.7860 -0.2894 0.1 0.0 -0.1
C -0.3776 -3.8527 1.3708 0.2 0.0 -0.1
C -2.0720 -2.3846 0.3520 0.2 0.0 -0.2
H -0.0692 -1.1708 -4.6888 -0.1 0.1 -0.1
H 0.6567 -2.7485 -4.4560 0.1 -0.1 -0.1
H 1.2102 -1.3639 -3.4996 0.1 0.0 0.0
H -2.2387 -2.4784 -4.3963 -0.1 0.1 -0.1
H -2.6368 -3.2107 -2.8501 -0.2 0.0 0.0
H -1.4273 -3.9577 -3.8965 -0.1 -0.1 -0.1
H -1.5990 -0.2420 -3.3486 0.0 0.0 -0.2
H -0.6541 -0.2318 -1.8656 0.0 0.1 0.1
H -2.2685 -0.9464 -1.9003 0.0 0.0 0.1
H 0.4671 -5.1350 -3.7524 0.0 0.0 -0.1
H -0.1421 -5.9952 -2.3355 -0.1 -0.1 0.0
H 1.4538 -6.3620 -2.9758 0.1 -0.1 0.0
H 2.3656 -3.5162 -3.5730 0.0 0.1 -0.1
H 3.3422 -4.7117 -2.7553 0.0 -0.2 0.0
H 3.0936 -3.1440 -2.0107 0.1 0.1 0.0
H 1.1418 -5.8486 -0.1772 -0.1 0.0 0.1
H 2.2582 -4.5043 0.1280 0.0 0.0 0.1
H 2.7431 -5.8564 -0.8827 0.1 -0.1 -0.1
H -1.3510 -5.6704 -0.4026 0.0 -0.2 0.0
H -2.5301 -4.6327 -1.2122 -0.1 -0.1 -0.1
H -2.6960 -4.9895 0.5013 -0.1 0.0 0.1
H 0.1871 -4.7763 1.3151 0.1 -0.1 0.0
H -1.0921 -3.9611 2.1853 -0.2 0.0 0.1
H 0.3043 -3.0465 1.6368 0.1 0.1 0.1
H -2.7853 -2.2445 -0.4549 -0.1 0.1 -0.1
H -1.5093 -1.4641 0.5017 0.0 0.2 0.0
H -2.6429 -2.5755 1.2600 0.0 -0.1 0.1